(1)
The following is a DFT calculation (ωB97M-V/def2-TZVPD) of C19H35AgFO11S4 as an isolated structure.

Cartesian coordinates (Å):
Ag 23.64 -12.86 -15.70
C 22.17 -9.56 -18.16
C 23.52 -9.02 -17.80
C 24.64 -9.93 -18.32
S 23.81 -11.38 -19.15
O 23.54 -12.40 -18.10
O 24.55 -11.71 -20.37
C 22.15 -10.43 -19.41
H 21.41 -8.78 -18.10
H 21.90 -10.26 -17.37
H 23.62 -8.85 -16.72
H 23.53 -8.02 -18.24
H 25.56 -10.18 -17.79
H 24.99 -9.34 -19.17
H 21.37 -11.19 -19.49
H 22.11 -9.84 -20.32
C 22.76 -9.67 -11.68
C 22.52 -8.36 -12.44
C 22.39 -8.64 -13.98
S 21.59 -10.32 -13.99
O 22.47 -11.16 -14.83
O 20.14 -10.31 -14.31
C 21.78 -10.76 -12.24
H 22.70 -9.60 -10.60
H 23.78 -9.98 -11.93
H 23.29 -7.60 -12.26
H 21.56 -7.91 -12.21
H 23.37 -8.82 -14.41
H 21.89 -7.84 -14.53
H 21.92 -11.83 -12.12
H 20.77 -10.60 -11.85
C 24.90 -16.32 -12.98
C 23.89 -17.34 -13.47
C 22.63 -16.62 -14.03
S 22.46 -15.19 -12.94
O 21.45 -15.43 -11.91
O 22.33 -13.98 -13.81
C 24.17 -15.36 -12.08
H 25.27 -15.91 -13.92
H 25.83 -16.63 -12.51
H 23.52 -17.91 -12.61
H 24.30 -18.02 -14.22
H 21.62 -17.03 -13.97
H 22.72 -16.14 -15.00
H 23.86 -15.95 -11.23
H 24.59 -14.45 -11.64
C 26.66 -14.31 -18.98
C 25.88 -15.22 -19.94
C 24.62 -15.72 -19.12
S 25.30 -15.85 -17.35
O 25.51 -17.24 -16.92
O 24.63 -14.89 -16.47
C 26.91 -15.12 -17.67
H 25.99 -13.45 -18.86
H 27.53 -13.87 -19.47
H 26.50 -16.04 -20.30
H 25.49 -14.66 -20.78
H 24.24 -16.70 -19.39
H 23.91 -14.90 -18.99
H 27.52 -15.96 -18.01
H 27.21 -14.55 -16.79
C 20.60 -15.81 -19.07
C 20.26 -14.65 -19.89
O 20.29 -13.52 -19.09
C 20.84 -13.90 -17.94
O 20.98 -13.19 -16.95
O 21.31 -15.20 -18.05
F 19.04 -14.82 -20.31
H 21.19 -16.50 -19.67
H 19.73 -16.32 -18.65
H 20.92 -14.45 -20.73

Charge: +1
Relative energy (zero: lowest compared OMol25 entry of this formula, charge and spin), kJ/mol: 285.9
HOMO, eV: -12.41
Calculated total energy, eV: -92842.1743

***

(2)
The following is a DFT calculation (ωB97M-V/def2-TZVPD) of a 4-piece molecular cluster, C19H35BrF3IN3O6P2S2 overall.

Cartesian coordinates (Å):
C 0.29 2.97 -6.12
C 0.15 1.58 -5.39
Br -0.14 0.08 -6.62
C 1.43 1.37 -4.49
N 1.13 0.46 -3.37
C 0.39 0.78 -2.18
P -0.32 2.53 -1.96
S -2.18 2.61 -1.46
C 0.35 -0.41 -1.36
P -0.57 -0.35 0.31
N -2.25 -0.39 -0.16
O -0.35 -1.73 1.23
N 1.08 -1.43 -2.05
S 1.28 -2.97 -1.34
O -0.04 -3.49 -1.07
O 2.01 -2.87 -0.11
C 2.15 -4.26 -2.36
F 1.52 -4.57 -3.51
F 3.46 -4.01 -2.55
F 2.10 -5.38 -1.61
C 1.49 -0.83 -3.21
I 2.63 -1.75 -4.75
H 0.26 3.75 -5.32
H -0.56 3.12 -6.83
H 1.28 3.00 -6.65
H -0.73 1.65 -4.71
H 1.64 2.37 -4.03
H 2.32 1.07 -5.08
H 0.53 3.26 -1.06
H -0.17 3.21 -3.22
H -2.82 -0.73 0.62
H -2.40 -0.93 -1.01
H -1.15 -2.29 1.19
C 0.78 3.91 3.05
C -0.64 3.90 3.57
C -1.43 3.59 2.31
O -0.59 2.78 1.47
C 0.75 2.81 2.01
H 1.53 3.75 3.83
H 1.00 4.87 2.57
H -0.77 3.10 4.30
H -0.94 4.84 4.04
H -1.67 4.51 1.76
H -2.36 3.06 2.52
H 0.95 1.84 2.47
H 1.46 2.97 1.20
C -3.41 -5.00 -2.44
C -4.11 -5.51 -1.20
C -4.70 -4.24 -0.63
O -4.99 -3.38 -1.74
C -4.36 -3.92 -2.91
H -3.23 -5.77 -3.19
H -2.44 -4.56 -2.17
H -4.90 -6.21 -1.48
H -3.44 -6.02 -0.50
H -3.99 -3.72 0.02
H -5.62 -4.42 -0.06
H -5.14 -4.33 -3.56
H -3.85 -3.11 -3.45
C 2.95 1.09 6.99
C 3.65 0.49 5.79
C 3.29 1.48 4.69
O 3.16 2.76 5.32
C 3.14 2.58 6.74
H 3.37 0.77 7.95
H 1.89 0.84 6.98
H 4.73 0.47 5.95
H 3.32 -0.53 5.56
H 2.33 1.23 4.23
H 4.06 1.53 3.91
H 4.09 2.94 7.14
H 2.33 3.18 7.17

Charge: +1
HOMO, eV: -11.13
Calculated total energy, eV: -163558.7347

***

(3)
The following is a DFT calculation (ωB97M-V/def2-TZVPD) of a 2-piece molecular cluster, C19H35BrN4O7PS overall.

Cartesian coordinates (Å):
C 0.68 3.86 3.47
P 1.05 2.20 2.64
O 2.74 1.96 2.58
N 0.46 2.34 0.99
C -0.97 2.01 0.80
C -1.98 3.16 1.28
C -2.86 2.68 2.51
C -3.77 1.43 2.20
N -4.61 1.59 1.02
C -5.91 2.15 0.93
C -6.41 2.12 -0.43
C -5.33 1.48 -1.29
C -4.29 1.22 -0.30
C 1.34 1.91 -0.02
N 1.65 0.67 -0.27
C 1.08 -0.50 0.45
C -0.27 -1.03 -0.23
C -0.29 -2.63 -0.24
C 0.15 -3.24 1.15
O 0.78 -4.27 1.17
O -0.11 -2.64 2.38
N 1.98 2.89 -0.89
Br 3.86 2.78 -0.78
C 1.61 4.29 -0.52
C 2.44 4.89 0.70
O 2.59 6.08 0.78
H 1.24 3.99 4.43
H -0.42 3.83 3.72
H 0.81 4.75 2.79
H 2.89 1.31 3.30
H -1.15 1.85 -0.30
H -1.21 1.11 1.43
H -1.47 4.14 1.48
H -2.70 3.33 0.43
H -2.14 2.39 3.34
H -3.48 3.55 2.87
H -3.17 0.48 2.06
H -4.46 1.28 3.07
H -6.48 2.57 1.80
H -7.38 2.49 -0.82
H -5.35 1.29 -2.38
H -3.34 0.75 -0.64
H 2.29 0.46 -1.05
H 0.99 -0.37 1.56
H 1.82 -1.34 0.29
H -1.19 -0.66 0.29
H -0.21 -0.68 -1.31
H 0.35 -3.06 -1.05
H -1.35 -2.95 -0.39
H -0.91 -2.09 2.31
H 1.91 4.93 -1.41
H 0.51 4.46 -0.41
H 2.89 4.26 1.52
O 2.20 -3.40 -3.57
S 2.39 -4.77 -3.98
O 1.33 -5.73 -3.89
O 3.69 -5.36 -3.24
C 3.75 -5.26 -1.82
C 2.90 -6.31 -1.13
C 3.04 -4.80 -5.62
H 3.47 -4.25 -1.49
H 4.80 -5.41 -1.54
H 1.84 -6.13 -1.31
H 3.08 -6.30 -0.06
H 3.13 -7.31 -1.52
H 3.88 -4.11 -5.68
H 2.25 -4.48 -6.30
H 3.34 -5.81 -5.86

Charge: +1
HOMO, eV: -10.45
Calculated total energy, eV: -130719.7974